138
Properties=species:S:1:pos:R:3:lowdin_charge:R:1 method="wB97M-V/def2-TZVPD" s2=0.754 energy_ha=-5480.21024 de_lowest_kcal_mol=32.4 spin_multiplicity=2 charge=0 homo_lumo_gap_ev="6.70 / 6.65"
Ba -0.197 -0.083 0.119 1.4280
C 1.815 -3.834 -3.655 -0.1234
C 0.774 -4.509 -2.769 -0.5531
C 1.187 -5.971 -2.535 -0.1197
P 0.351 -3.478 -1.287 1.0176
C 1.546 -4.019 0.049 -0.3838
N 2.795 -3.279 0.099 -0.1944
Ge 2.566 -1.332 0.129 0.8576
N 3.288 -0.454 1.872 -0.1732
C 2.535 0.519 2.647 -0.3678
P 0.768 0.143 3.264 0.9807
C 0.594 -1.699 3.361 -0.5888
C -0.858 -2.054 3.662 -0.1344
C 1.525 -2.395 4.348 -0.0879
C 0.639 0.698 5.029 -0.5536
C 1.900 0.635 5.892 -0.1168
C 0.047 2.098 5.104 -0.1445
C 4.316 -1.082 2.532 -0.2546
C 4.649 -1.000 3.890 -0.0563
C 5.671 -1.768 4.430 -0.1008
C 6.401 -2.643 3.661 -0.0986
C 6.132 -2.702 2.295 -0.0150
C 5.143 -1.914 1.755 -0.1873
N 4.907 -1.812 0.352 -0.0715
C 5.080 -3.029 -0.366 -0.1868
C 6.274 -3.407 -0.937 -0.0169
C 6.394 -4.672 -1.510 -0.0981
C 5.307 -5.521 -1.466 -0.0988
C 4.093 -5.126 -0.921 -0.0442
C 3.930 -3.844 -0.396 -0.2467
C 5.529 -0.685 -0.255 -0.1899
C 6.755 -0.201 0.139 -0.0124
C 7.351 0.836 -0.573 -0.0980
C 6.687 1.341 -1.671 -0.0998
C 5.433 0.877 -2.042 -0.0467
C 4.790 -0.133 -1.315 -0.2501
N 3.519 -0.640 -1.496 -0.1812
C 2.873 -0.339 -2.767 -0.3675
P 1.297 0.649 -2.762 0.9683
C 0.547 0.383 -4.430 -0.5593
C -0.642 -0.560 -4.329 -0.1245
C 1.500 -0.053 -5.543 -0.1108
C 1.807 2.422 -2.744 -0.5580
C 2.481 2.718 -1.416 -0.1227
C 2.642 2.921 -3.921 -0.1012
C -1.327 -4.091 -0.764 -0.5628
C -1.599 -3.775 0.699 -0.1400
C -1.721 -5.533 -1.060 -0.1119
H 2.049 -4.483 -4.500 0.0868
H 2.745 -3.646 -3.117 0.0735
H 1.441 -2.891 -4.053 0.0313
H -0.174 -4.507 -3.329 0.0978
H 2.273 -6.044 -2.519 0.0512
H 0.837 -6.596 -3.358 0.0833
H 0.813 -6.411 -1.610 0.0587
H 1.734 -5.094 0.009 0.0765
H 1.009 -3.866 0.993 0.0531
H 2.417 1.431 2.049 0.0560
H 3.111 0.808 3.525 0.0528
H 0.837 -2.046 2.352 0.0334
H -1.107 -1.814 4.698 0.0730
H -1.011 -3.127 3.542 0.0756
H -1.581 -1.531 3.029 0.0599
H 1.256 -2.130 5.371 0.0745
H 2.569 -2.152 4.186 0.0511
H 1.420 -3.479 4.262 0.0859
H -0.093 -0.005 5.448 0.0971
H 2.612 1.411 5.598 0.0770
H 2.411 -0.322 5.840 0.0491
H 1.649 0.825 6.937 0.0825
H 0.767 2.839 4.749 0.0646
H -0.860 2.208 4.507 0.0664
H -0.193 2.363 6.135 0.0801
H 4.097 -0.356 4.555 0.0675
H 5.881 -1.679 5.489 0.1009
H 7.180 -3.254 4.094 0.0949
H 6.706 -3.346 1.643 0.1145
H 7.106 -2.716 -0.916 0.1185
H 7.328 -4.983 -1.957 0.0951
H 5.396 -6.520 -1.874 0.1008
H 3.276 -5.831 -0.912 0.0735
H 7.250 -0.653 0.988 0.1177
H 8.318 1.223 -0.284 0.0952
H 7.139 2.131 -2.258 0.0999
H 4.959 1.339 -2.893 0.0704
H 2.591 -1.287 -3.239 0.0506
H 3.604 0.091 -3.452 0.0759
H 0.162 1.380 -4.688 0.1051
H -0.337 -1.546 -3.971 0.0506
H -1.107 -0.694 -5.306 0.0821
H -1.405 -0.183 -3.645 0.0578
H 1.878 -1.061 -5.376 0.0621
H 2.363 0.607 -5.637 0.0645
H 0.981 -0.063 -6.503 0.0804
H 0.844 2.953 -2.766 0.0993
H 3.401 2.156 -1.280 0.0603
H 1.839 2.491 -0.562 0.0285
H 2.744 3.778 -1.360 0.0855
H 3.593 2.398 -3.998 0.0566
H 2.871 3.983 -3.808 0.0804
H 2.122 2.803 -4.873 0.0662
H -1.994 -3.435 -1.344 0.0896
H -1.005 -4.400 1.369 0.0749
H -2.649 -3.947 0.935 0.0929
H -1.402 -2.739 0.986 0.0215
H -1.190 -6.229 -0.407 0.0800
H -1.517 -5.822 -2.089 0.0607
H -2.788 -5.678 -0.882 0.0801
C -4.104 -0.379 -1.727 -0.0756
O -3.509 0.878 -1.997 -0.0945
C -2.579 1.423 -1.159 -0.4899
C -2.324 2.857 -1.474 -0.0197
H -4.578 -0.391 -0.747 0.0885
H -3.350 -1.178 -1.761 0.0758
H -4.834 -0.518 -2.523 0.0926
H -2.184 2.990 -2.546 0.0850
H -1.451 3.269 -0.974 0.0417
H -3.188 3.475 -1.196 0.0918
O -2.489 -0.249 0.501 -0.6014
O -2.687 1.186 0.188 -0.2453
C -1.851 5.246 1.479 -0.0380
C -0.336 5.256 1.303 -0.6249
C 0.079 6.434 0.423 -0.0448
C 0.355 5.373 2.664 -0.0466
N 0.063 4.049 0.551 -0.0881
N -0.059 2.791 1.208 -0.0349
H -2.176 6.117 2.048 0.0878
H -2.189 4.368 2.030 0.0788
H -2.359 5.257 0.517 0.0751
H -0.251 7.382 0.848 0.0862
H -0.351 6.335 -0.573 0.0839
H 1.165 6.485 0.324 0.0830
H 0.211 6.373 3.071 0.0860
H 1.431 5.204 2.584 0.0889
H -0.045 4.676 3.399 0.0569
H 1.031 4.136 0.262 0.0815
H -1.043 2.541 1.278 0.0436
H 0.319 2.820 2.151 0.0327